[1]
A cluster of 11 separate species, C41H110N16O17 in total at a distorted geometry. Source: the OMol25 dataset; level of theory: the ωB97M-V functional and the def2-TZVPD basis.

The geometry in XYZ format:
```
184
Properties=species:S:1:pos:R:3
H 3.06921 -3.00390 -0.61479
O -0.40385 0.52749 -1.21868
C 3.21882 -2.55711 2.56370
H 8.54930 0.50242 -6.94061
C 0.53616 0.22584 -5.31697
C -6.54714 2.77124 -0.45096
N -3.10611 -6.10261 3.36229
C -1.07798 6.05959 2.83631
H -4.10745 4.22396 -3.47292
C 1.00927 -5.46091 2.77014
O 5.32219 2.03370 -3.56857
H -4.01984 1.23101 -0.80703
H 3.38609 -4.53643 3.27759
H -2.65204 0.52365 -2.65364
C 2.37872 -4.10555 -2.22054
H 4.27181 1.56778 -5.29034
C -1.37094 5.02118 -0.78496
H -0.29422 1.84291 5.48116
C 2.58943 -3.78508 3.19203
H 0.27621 -3.37282 6.21556
H -2.60963 -5.89611 2.49802
H -0.36217 6.77567 3.26424
N -3.24122 -4.87914 -0.41914
H -0.92675 -2.71262 -1.33738
H 1.28795 1.08520 5.11354
N 6.53072 1.21718 -6.92676
C -2.11822 -5.64436 -0.25536
H 1.35619 -3.34183 -0.63382
C 0.41974 1.05013 5.77245
H -5.16435 4.90707 2.68119
H 6.90453 0.16122 -9.46962
C -0.34765 -0.24051 5.50972
H -0.36743 -2.65878 4.69636
C -1.39412 4.59434 4.64237
O 0.28106 2.59931 9.62562
H 2.01625 2.93125 6.83432
H -8.14182 2.78628 0.93875
N -0.66816 -3.44939 -3.90443
H -1.96958 -2.06011 -5.31743
C -0.29367 -2.55123 5.78589
H 6.78742 2.18416 -7.09990
H 2.10652 0.60455 2.63833
N -1.39377 -5.83328 -1.38871
O -6.73407 4.08726 1.59723
O 4.02009 -0.61814 0.21464
H -0.49970 -6.28228 -1.31600
H -0.39321 -0.72471 0.71862
H -1.63222 -5.28048 -2.21140
H 0.46457 -5.44498 3.72356
H 3.39935 2.77628 -3.33768
H -3.39225 4.28537 -1.05924
C -4.63559 0.36318 -1.07742
H 0.31560 -5.80389 1.99987
H 2.97861 1.16679 0.57004
H 6.06016 -0.00584 -5.35892
H 0.37681 3.27359 7.10093
H 4.19398 -2.35125 3.00991
H -3.47700 0.00706 -4.16367
H 4.38968 0.70403 -1.33448
H -7.06605 3.54352 -1.02262
H -5.47451 2.97847 -0.56350
O 1.48654 -4.80666 -2.68575
H -2.07641 -1.42546 -0.93569
H -1.04732 7.01842 0.92354
N -2.52782 -2.83805 -5.00746
C 7.74984 0.62346 -8.93962
C -2.38513 4.12152 -1.45479
H 4.37048 -3.56622 -2.39824
H -1.42695 -0.22377 5.69181
H 4.96166 -0.88671 -1.62692
H -3.48462 -2.93172 -5.28878
C -0.02631 1.60699 -2.04869
H 1.02863 1.53233 -2.35577
H 1.47418 -1.63637 2.21877
H -0.17380 -2.49604 2.26096
C 9.05962 -0.00068 -10.75457
C -3.14854 -0.53601 3.33803
H 5.41600 2.93170 -5.40411
O 0.11021 -0.91652 -5.40400
N -1.57858 5.00000 0.66525
H 0.69655 3.95709 11.15353
H -3.30002 -1.24590 4.15827
H 2.24506 2.06925 9.24175
H 9.99673 -0.44992 -11.07234
H 3.80988 0.03981 2.75954
C 0.40070 2.91309 10.98104
H -4.84748 4.59937 0.97131
N 2.28332 -3.50215 -0.99319
H -3.40967 2.64122 -3.24466
C 2.92588 0.08375 0.77059
H 3.16206 -0.45980 -1.66011
C -6.10322 0.34918 -0.64596
C -3.44262 -0.10295 -3.07984
O -2.13863 4.23250 -2.84105
H -0.51929 2.69622 11.51494
H -2.92144 -2.07596 1.06258
H 7.33001 -0.68956 -7.26585
H -0.12508 -4.05333 -3.29778
H -0.36151 4.64844 -1.01596
N -0.33294 -1.68394 0.38903
H -2.61040 -2.92132 2.61680
H 8.24829 -0.58151 -11.21696
N 3.55835 -3.88874 -2.89254
H 0.09999 2.25951 -5.38095
H -2.79473 -6.90607 3.87655
O 1.52939 -4.21823 2.37952
H 3.65783 -4.34297 -3.78052
C -2.22861 -2.17882 1.90925
C -0.85525 -2.58985 1.42134
C -5.35529 4.22012 1.85965
O -4.67296 0.30881 -2.49516
C 2.84551 -0.11783 2.27761
C 1.17262 2.59049 7.45087
H -1.26676 4.10843 1.03296
N -4.52600 -5.53923 5.09356
C 5.26027 1.92357 -4.98483
H -2.89643 3.59438 -4.65045
H -4.08744 -0.31226 2.81771
C 4.44172 3.01040 -3.07358
H -6.91395 1.53246 -2.03502
H 1.90769 3.77695 9.10229
H -6.19096 0.10413 0.41850
H 9.00104 1.01370 -11.17432
O -2.08756 -0.89494 2.50408
H -2.16492 3.07718 -1.16954
H -3.83571 -4.74734 0.38163
C 1.48057 2.78309 8.90394
H -1.32055 -2.66207 6.18124
O -0.85872 4.75892 3.33792
H -3.31143 -1.16861 -2.87246
N 0.86179 1.20857 7.14536
H -1.19903 3.57363 4.96139
H -4.15793 -0.52047 -0.63182
C 7.58810 0.35297 -7.45858
H -2.46293 4.81301 4.64593
H 1.20252 2.31156 11.44297
O 0.25114 -1.32939 6.19168
H -1.11306 1.28465 -6.02753
H 0.13953 0.91230 7.79384
C -0.81017 6.03690 1.34007
H 0.27118 5.87992 1.19090
H -3.55441 -4.64217 -1.34506
H -2.85882 0.40099 3.82797
H -0.87478 -3.60923 1.03518
O 8.94628 0.03057 -9.36356
H 3.42420 -2.78538 1.50965
O -2.57976 -4.74499 -3.74862
C 4.13554 -0.35727 -1.15938
H -5.19188 -4.91429 5.50380
H 1.94309 1.46454 -4.66038
H 0.89026 -1.03196 -1.56812
H -0.15615 -0.42531 4.44060
H 7.70538 1.69586 -9.17142
C -1.02563 -1.71459 -0.90042
H -4.08092 -6.21759 5.68327
H -2.09769 6.39047 3.05821
H -4.89590 3.26744 2.15916
H -6.46258 -0.58569 -1.08841
N 1.80082 0.49293 -4.86372
C -0.15730 -0.76074 -1.74423
C -3.17931 3.65535 -3.60298
H -0.11150 2.53755 -1.49766
C -4.05649 -5.25397 3.83237
H 4.68044 4.01440 -3.43782
H 1.78456 -6.23560 2.85281
H -1.42298 6.04418 -1.15466
N 2.33017 -1.40968 2.70994
H 2.32026 -0.27728 -4.48546
O -1.81535 -6.14923 0.82916
C 6.38205 1.03231 -5.47425
O -4.51975 -4.31808 3.19205
H -0.87643 5.26350 5.34032
H 4.52678 2.96406 -1.98958
N -0.19441 1.33152 -5.62848
H 2.26057 -3.47587 4.19163
H -0.34193 -0.93329 -2.81325
N -6.90837 1.48336 -1.02500
H -6.73703 2.03956 1.62239
H 1.99840 -0.28522 0.31210
C -7.05396 2.86367 0.96908
H -0.66932 1.53869 -2.93179
H -0.19589 -2.82668 -4.53818
H 7.32109 1.22995 -4.94897
C -1.97182 -3.74875 -4.13829
```

ΔE to the lowest compared entry with this formula, charge and spin (kcal/mol): 0.0
SMILES string: COCCNCCOC.COCCNCCOC.COCCNCCOC.COCCNCCOC.COCCNCCOC.COCCNCCOC.NC(N)=O.NC(N)=O.NC(N)=O.NC(N)=O.NC(N)=O
Frontier orbital gap (eV): 8.5
HOMO energy (eV): -8.43
E_tot (eV): -102948.554

[2]
A cluster of 13 separate species, C41H114N6O18 in total at a distorted geometry. Source: the OMol25 dataset; level of theory: the ωB97M-V functional and the def2-TZVPD basis.

The geometry in XYZ format:
```
179
Properties=species:S:1:pos:R:3
H 6.81569 3.27525 -8.13429
H -4.71701 0.10570 1.53795
C 4.50985 -2.13919 3.12408
H 6.02971 -1.38735 -2.64787
H 6.20716 2.77373 0.62131
H -0.48668 1.81166 0.27988
H 4.79259 -3.57818 -1.37266
H 7.48777 0.50271 -8.88983
H 7.03095 -3.50189 7.03727
C 7.62399 0.79634 -7.84900
H -1.68238 -2.15129 0.41756
C 4.93639 3.24663 -6.97320
C 0.01976 6.05466 3.20082
H 4.48299 2.55981 0.11809
O -3.29645 5.90628 0.37179
H 0.28254 0.42173 4.21391
O -6.15377 2.15175 6.04726
H 6.11524 -1.55740 5.63165
C 2.83991 2.74153 -5.83262
H -5.90902 1.12070 -5.24868
C 6.36868 -2.07231 4.70496
C -5.65502 -4.43148 2.92405
H -3.93827 1.56567 1.16454
H -1.40139 -3.11970 1.82680
H -6.69765 -4.74758 2.89093
H -7.38464 0.49551 -4.65460
H -4.20952 -1.14902 -4.16747
C -6.39499 -0.90502 -5.80842
H -4.87655 5.49018 -0.97589
H -7.25466 2.43881 4.28203
H 7.87935 -3.56133 4.14408
H 1.79234 -1.60434 -4.75761
H -5.62238 -3.63603 -0.51034
H 1.96037 -0.10583 4.64394
C -4.20088 -1.01863 -1.92551
C 0.07729 8.32821 2.63997
H 4.21765 -2.88923 -2.84716
H -0.41847 9.27808 2.84012
H -8.92777 -1.22457 -6.04648
H 7.57976 -0.65206 1.68887
H 2.70352 -1.09330 0.88644
H 4.01856 -1.32698 3.65984
H 3.84483 -2.93974 2.80011
H 1.42673 1.49124 1.92643
O -7.09353 -2.07956 -5.38928
H -6.22637 0.98789 4.30919
C -1.00076 1.60832 -0.65952
H -6.26644 -1.02884 -3.28880
H 8.00556 -4.77279 6.12852
H 3.47087 2.90407 -4.95880
C 1.33257 -0.63104 -4.92911
C -3.83328 0.68702 1.80098
H -2.02055 -0.91112 3.18415
H 7.87913 -1.13491 -0.02800
N 3.75900 2.35239 -6.94375
H -5.41487 -1.15031 -6.21741
H 4.59009 4.18313 -7.41039
H 6.82254 -2.06726 0.90526
H -3.14461 -1.26700 -1.82200
H -3.26727 -5.87537 -0.34603
H 0.94656 6.11029 3.77182
O -1.58739 -4.67673 -0.22523
H -2.06470 1.68021 -0.43375
H 1.28543 -3.03988 1.52861
H -6.81890 -0.55508 -6.74966
H 3.34696 0.45053 -0.84478
H -0.99077 5.26875 4.85726
H -0.62524 0.63462 -0.97415
H -2.07812 3.19705 1.99002
H -6.82083 -1.46975 2.34281
H -8.94267 -2.87019 -5.41552
H 0.58959 -0.73535 -5.71981
H 4.09384 1.45686 -6.61817
H -5.37525 -4.41716 3.97744
N 8.67706 -2.19745 5.55684
H -0.17980 -0.62717 1.00171
H -5.32968 6.37511 0.47530
H 1.08754 8.34741 3.04878
H 7.74063 -0.13714 -7.29843
H -3.76029 0.33660 -3.64728
C 1.80651 1.68029 -5.54334
H 6.30687 -4.50666 5.78155
H 5.74854 -0.59817 -0.51280
H 5.10202 1.07572 1.58192
O -4.87354 -2.29472 -1.89448
C -4.89212 -2.83072 -0.58966
H 3.01783 -0.58048 -2.20072
C 0.89640 -2.34175 0.78741
C 1.56499 2.56518 2.05149
O -0.77129 2.48181 -1.81432
H -2.50037 -6.80418 2.16333
C 2.54318 0.09618 -1.49013
C 2.01556 -1.48007 0.13463
H 8.24840 -1.58299 6.23418
H -3.30126 -3.85286 2.00910
O 5.33149 -2.84151 4.04386
C 5.10532 -2.96716 -2.21940
H 0.30875 5.75554 2.19329
C -2.40409 -5.81341 1.71924
H 0.61640 3.06790 2.24002
C -3.33997 4.54239 0.92729
H -4.50249 -0.30805 -1.15595
H -0.77971 -3.79681 -1.82251
H 4.91926 -1.78488 2.17806
H -3.28502 3.82022 0.11271
N -2.12796 4.86257 3.16286
H -0.70060 -5.54290 -1.87009
H 2.03474 2.89680 1.12551
H 2.70102 -2.19007 -0.32812
C -1.40686 -2.08964 1.47036
H 4.93793 3.87101 1.17439
C -6.86034 1.63993 4.91004
H -0.31679 3.99296 3.85004
H 5.82489 -3.64044 -2.68524
H 5.64955 2.45679 -8.96946
H -3.86580 -2.98068 -0.25456
H -1.23912 4.48354 1.17384
H 3.38770 2.40417 2.79212
C 0.89326 -0.27650 4.78626
H 0.10318 8.17344 1.56133
O 2.53343 2.73815 3.07546
C 7.14054 -1.03385 0.76723
O 2.35600 0.36754 -5.26111
H -0.53291 3.35168 -1.48553
H -2.25387 -4.65645 -2.23346
C -4.45221 -0.45586 -3.36204
H 0.60469 -0.17297 5.83226
N -0.09411 -1.48211 1.53259
H 0.45976 -1.63539 3.48079
O 6.43950 1.35431 -7.33171
O 1.50790 -0.43877 -0.68245
C 5.16216 2.83379 0.92540
H -1.74241 -6.73093 -0.00245
H 2.38218 3.70327 -6.06423
C -4.53365 6.23297 -0.25562
O -0.65927 7.30818 3.30216
H 2.18577 0.96327 -2.04557
C -6.41461 -2.17035 3.07236
H -5.29311 -2.09485 0.10734
H -4.88832 -6.32673 2.35180
H -5.73031 -1.65407 3.74563
O -5.60032 -3.12522 2.42639
O 5.58102 -1.75247 -1.88174
H 0.41921 -2.94939 0.01852
H -3.89455 1.09813 2.80862
O 6.03754 -0.22497 0.32314
C 7.56634 -3.00960 5.03049
H -8.60528 -1.41408 -4.30485
H 1.25530 2.04945 -4.67848
O 0.60292 -1.64456 4.43001
C -0.81351 4.96291 3.82618
H -1.43445 -5.51924 2.12093
C 7.22633 -4.01143 6.09371
C -6.35516 0.20409 -4.86282
N -3.37842 -4.82423 2.27479
H -4.54343 7.21757 -0.72314
C -2.40484 -1.17115 2.19784
H 9.00829 -1.59709 4.81525
H -5.05715 -5.07743 1.06152
H -3.34148 -1.72198 2.28380
H 1.16308 1.63033 -6.42175
C -2.09960 4.27161 1.80846
O 4.98261 1.93297 1.99720
C 5.98225 2.59977 -7.94137
N -5.88548 -0.11981 -3.50933
C -2.31498 -5.82186 0.18158
H 8.57286 1.29149 -7.64268
O -2.62752 -0.00480 1.44816
C -1.35118 -4.70359 -1.62434
H -7.12918 -2.53976 3.80790
H 0.79641 -0.34278 -4.02493
H -5.45397 2.78141 5.85911
H -4.23354 4.21227 1.45705
H 6.65642 -1.24488 4.05638
H -2.40472 5.81372 2.96584
H 5.38375 3.37100 -5.98704
H -7.71873 1.07845 5.27885
C -4.75777 -5.27659 2.09050
C -8.50545 -1.88028 -5.28504
```

Frontier orbital gap (eV): 8.7
HOMO energy (eV): -8.64
E_tot (eV): -90148.736

Number 1: lowest unoccupied orbital energy 0.0013 Ha. Number 2: lowest unoccupied orbital energy 0.0027 Ha.